No. 1
41
Properties=species:S:1:pos:R:3:forces:R:3:mulliken_charge:R:1 method="wB97M-V/def2-TZVPD" charge=-1 homo_ha=-0.2165 energy_ha=-1341.13254 lumo_energy_ev=2.4532 de_lowest_kcal_mol=535.36 homo_lumo_gap_ev=8.34
B -11.094 8.771 -16.197 1.0 1.0 3.1 -0.41
F -10.932 7.423 -15.950 0.5 0.4 -2.7 0.11
F -9.795 9.298 -16.252 -16.6 2.0 -1.2 -0.04
F -11.719 8.979 -17.380 7.9 2.0 -1.9 0.05
F -11.822 9.306 -15.177 -0.2 2.2 -1.5 -0.99
O -13.252 7.480 -14.275 -3.0 -1.4 -0.1 -0.77
H -12.934 8.257 -14.733 -0.7 0.1 0.6 0.62
H -12.785 7.486 -13.440 -0.5 0.4 -0.3 0.37
O -8.261 9.159 -17.261 7.6 -0.9 -5.2 -0.90
H -9.096 8.903 -16.870 5.6 -2.4 -4.4 0.81
H -8.043 9.990 -16.838 0.0 0.2 -0.2 0.29
O -13.574 11.010 -16.085 -1.4 0.3 1.4 -0.67
H -12.707 10.608 -16.050 -0.7 0.8 0.0 0.42
H -13.527 11.619 -16.823 0.1 0.0 0.2 0.32
O -10.205 11.062 -14.175 -1.9 0.6 5.0 -0.75
H -9.765 10.340 -13.725 0.6 -0.9 0.3 0.39
H -11.118 10.782 -14.243 -0.5 0.1 0.8 0.42
O -9.658 11.383 -16.229 1.7 3.3 -3.7 -0.77
H -10.082 11.172 -15.397 0.8 0.7 -0.4 0.52
H -10.303 11.911 -16.699 0.2 0.2 -0.6 0.28
O -13.579 9.874 -18.522 -1.6 0.8 -2.4 -0.73
H -13.375 9.028 -18.122 -1.7 -0.3 -0.9 -0.06
H -13.668 9.683 -19.456 0.0 0.0 -0.3 0.20
O -11.092 7.208 -18.172 1.0 -2.5 -2.7 -0.82
H -10.832 7.736 -17.417 1.0 -3.1 -3.3 0.43
H -11.607 6.493 -17.798 0.1 -0.1 -0.4 0.31
O -10.982 5.273 -15.716 0.1 -1.6 0.2 -0.62
H -11.644 5.671 -16.282 -0.1 -0.3 0.2 0.27
H -11.486 4.823 -15.038 -0.2 -0.3 0.1 0.30
O -11.080 7.855 -13.861 2.1 -0.9 5.7 -0.79
H -11.088 7.586 -14.780 -0.3 -1.1 2.6 0.83
H -11.238 7.047 -13.373 0.7 -0.3 0.2 0.22
O -13.464 8.160 -16.920 -5.5 -3.7 2.1 -0.85
H -12.665 8.638 -17.143 -4.1 -1.8 1.3 1.09
H -13.173 7.471 -16.322 -0.7 -0.5 0.1 0.50
O -8.910 8.887 -14.576 3.8 -1.3 5.6 -0.91
H -9.282 8.012 -14.463 0.4 0.1 0.6 0.30
H -9.484 9.311 -15.214 2.2 0.2 4.4 0.31
O -11.668 11.028 -17.606 1.8 4.2 -0.5 -0.93
H -12.446 10.817 -18.123 -0.2 -0.3 -0.4 0.65
H -11.456 10.215 -17.148 0.4 4.2 -1.4 0.02

---

No. 2
42
Properties=species:S:1:pos:R:3:forces:R:3:mulliken_charge:R:1 method="wB97M-V/def2-TZVPD" charge=+2 homo_ha=-0.5688 energy_ha=-1002.36494 lumo_energy_ev=-7.8781 de_lowest_kcal_mol=0.00 homo_lumo_gap_ev=7.60
Ir 0.319 0.264 0.177 0.2 0.2 0.2 2.16
N -0.529 1.110 1.904 0.1 -0.1 0.0 -0.54
C 0.388 0.820 3.065 -0.2 0.0 0.0 -0.38
C 1.604 -0.020 2.686 0.2 -0.1 -0.2 0.49
O 2.406 -0.353 3.491 0.0 0.0 0.1 -0.49
O 1.727 -0.346 1.365 -0.3 0.1 0.0 -0.84
H -0.645 2.113 1.772 0.1 0.0 0.1 0.35
H -1.462 0.786 2.149 0.0 0.0 -0.1 0.34
H -0.162 0.278 3.832 0.0 0.0 0.0 0.34
H 0.733 1.750 3.512 0.1 0.0 0.0 0.34
N 1.443 -0.571 -1.401 -0.1 0.1 0.0 -0.67
C 1.557 -2.063 -1.404 0.0 0.0 0.0 -0.68
C 0.177 -2.694 -1.412 0.0 0.0 -0.1 -0.57
C -0.597 -2.525 -0.123 -0.1 0.1 0.2 -0.69
N -1.138 -1.132 0.051 0.0 0.0 -0.1 -0.61
H 1.103 -0.282 -2.317 0.0 0.0 0.0 0.29
H 2.386 -0.187 -1.327 0.0 0.0 0.0 0.41
H 2.131 -2.343 -0.522 -0.1 0.0 0.0 0.36
H 2.115 -2.367 -2.288 0.0 0.0 0.0 0.44
H 0.285 -3.763 -1.597 0.0 0.0 0.0 0.37
H -0.408 -2.306 -2.255 0.0 -0.1 0.0 0.31
H 0.036 -2.716 0.744 0.0 -0.1 0.0 0.38
H -1.451 -3.203 -0.085 0.0 0.0 0.0 0.46
H -1.693 -1.137 0.907 0.0 0.1 0.0 0.40
H -1.802 -0.917 -0.698 0.1 0.1 -0.1 0.32
C 0.803 2.751 -1.973 0.0 0.0 0.1 -1.57
C -0.626 2.314 -1.861 -0.1 0.3 -0.1 1.08
O -0.951 1.389 -1.072 0.0 -0.6 0.0 -0.98
C -1.655 2.966 -2.644 0.1 -0.1 0.0 0.63
C -2.991 2.551 -2.526 0.0 0.0 0.0 -0.28
C -3.971 3.156 -3.283 0.0 0.0 0.0 -0.69
C -3.631 4.176 -4.168 0.0 0.0 0.0 -0.39
C -2.313 4.598 -4.293 0.0 0.0 0.0 -0.88
C -1.327 3.999 -3.535 0.0 0.0 0.0 -0.32
H 1.437 2.263 -1.233 0.0 0.0 0.0 0.20
H 0.884 3.827 -1.821 0.0 0.0 0.0 0.55
H 1.193 2.541 -2.971 0.0 0.0 0.0 0.42
H -3.248 1.758 -1.838 0.0 0.0 0.0 0.33
H -5.002 2.841 -3.191 0.0 0.0 0.0 0.42
H -4.402 4.643 -4.765 0.0 0.0 0.0 0.43
H -2.061 5.395 -4.979 0.0 0.0 0.0 0.42
H -0.306 4.340 -3.641 0.0 0.0 0.0 0.34

---

No. 3
7
Properties=species:S:1:pos:R:3:forces:R:3:mulliken_charge:R:1 method="wB97M-V/def2-TZVPD" charge=+1 homo_ha="-0.4860 / -0.5471" energy_ha=-320.52720 lumo_energy_ev="-7.7795 / -7.1855" de_lowest_kcal_mol=42.38 homo_lumo_gap_ev="5.45 / 7.70"
H -0.876 -0.766 -0.894 0.9 1.4 -1.6 0.24
O -0.272 1.264 -0.593 3.2 -4.9 -4.2 -0.57
C 0.003 -0.019 -0.660 -4.0 -1.1 1.9 0.40
C 0.470 -0.812 0.345 3.2 0.5 0.0 -0.54
H 0.751 -1.840 0.108 -0.6 0.1 0.2 0.30
H 0.932 -0.368 1.234 -0.4 -0.2 0.2 0.23
Cd -1.009 2.541 0.460 -2.3 4.1 3.4 0.94